one | This record from the OMol25 dataset describes a 2-piece molecular cluster, C4H6NO2 overall. The level of theory is ωB97M-V/def2-TZVPD.

As for the net charge: -1. The LUMO energy comes out at 0.1564 Ha. Its HOMO-LUMO gap is 8.52 eV. As for the multiplicity: 1.

Bonds (Å) are listed after each position.
Atoms and positions in Å:
1 C -0.59 -0.33 -0.90  C2 1.324, N4 1.419, H5 1.091
2 C -1.28 0.08 -1.95  C1 1.324, H6 1.085, H7 1.082
3 C 0.98 -1.72 -0.01  N4 1.268, H8 1.090, H9 1.095
4 N 0.16 -1.54 -0.96  C1 1.419, C3 1.268
5 H -0.55 0.22 0.04  C1 1.091
6 H -1.29 -0.51 -2.87  C2 1.085
7 H -1.81 1.02 -1.96  C2 1.082
8 H 1.61 -2.61 -0.09  C3 1.090
9 H 1.04 -1.06 0.86  C3 1.095
10 O 0.24 2.35 0.96  C11 1.244
11 C 0.43 1.61 1.95  O10 1.244, O12 1.256, H13 1.128
12 O 0.06 0.42 2.13  C11 1.256
13 H 1.01 2.08 2.80  C11 1.128

two | This record from the OMol25 dataset describes a 2-piece molecular cluster, C4H6NO2 overall. The level of theory is ωB97M-V/def2-TZVPD.

As for the net charge: -1. The LUMO energy comes out at 0.1479 Ha. Its HOMO-LUMO gap is 5.09 eV. As for the multiplicity: 1.

Bonds (Å) are listed after each position.
Atoms and positions in Å:
1 C -1.24 -1.84 0.26  N5 1.311, H8 1.081, H9 1.090
2 C -3.04 0.32 -0.02  O6 1.165, O7 1.165
3 C 0.43 1.36 -0.34  C4 1.497, H10 1.092, H11 1.106, H12 1.100
4 C 0.26 -0.10 -0.10  C3 1.497, N5 1.323, H13 1.092
5 N -0.96 -0.58 0.05  C1 1.311, C4 1.323
6 O -3.10 0.83 1.02  C2 1.165
7 O -3.38 -0.03 -1.08  C2 1.165
8 H -2.26 -2.14 0.45  C1 1.081
9 H -0.47 -2.61 0.36  C1 1.090
10 H -0.50 1.88 -0.10  C3 1.092
11 H 0.68 1.61 -1.39  C3 1.106
12 H 1.23 1.80 0.28  C3 1.100
13 H 1.14 -0.75 -0.07  C4 1.092

Computed relative energies in units of hartree: one 0.0000; two 0.0299

one | This record from the OMol25 dataset describes a 2-piece molecular cluster, C7H16N2O overall. The level of theory is ωB97M-V/def2-TZVPD.

As for the net charge: 0. The LUMO energy (spin up / spin down) comes out at -0.0007 / -0.0007 Ha. Its HOMO-LUMO gap (spin up / spin down) is 6.31 / 6.31 eV. As for the multiplicity: 1.

Bonds (Å) are listed after each position.
Atoms and positions in Å:
1 C -0.87 -0.39 1.09  C2 1.522, C4 1.505, O5 1.418
2 C -1.98 -0.62 0.07  C1 1.522, C3 1.481, H7 1.100, H8 1.092
3 C -1.20 -0.28 -1.14  C2 1.481, H9 1.082, H10 1.081
4 C -1.30 0.29 2.36  C1 1.505, H11 1.103, H12 1.093, H13 1.092
5 O -0.15 -1.59 1.33  C1 1.418, H6 0.972
6 H -0.75 -2.26 1.70  O5 0.972
7 H -2.39 -1.65 0.08  C2 1.100
8 H -2.80 0.09 0.22  C2 1.092
9 H -1.40 0.67 -1.61  C3 1.082
10 H -0.90 -1.08 -1.80  C3 1.081
11 H -1.94 -0.37 2.96  C4 1.103
12 H -1.87 1.20 2.15  C4 1.093
13 H -0.42 0.56 2.94  C4 1.092
14 C 1.66 -0.90 -1.06  N16 1.460, H21 1.093, H22 1.096, H26 1.087
15 C 1.26 1.33 -1.94  N16 1.464, H23 1.093, H24 1.096, H25 1.091
16 N 0.83 0.30 -0.99  C14 1.460, C15 1.464, C17 1.586
17 C 0.66 0.86 0.48  N16 1.586, N18 1.296, H20 1.089
18 N 1.62 0.89 1.35  C17 1.296, H19 1.021
19 H 2.18 0.04 1.30  N18 1.021
20 H 0.03 1.75 0.41  C17 1.089
21 H 1.62 -1.31 -2.08  C14 1.093
22 H 2.71 -0.67 -0.83  C14 1.096
23 H 1.25 0.92 -2.96  C15 1.093
24 H 2.27 1.69 -1.74  C15 1.096
25 H 0.58 2.18 -1.91  C15 1.091
26 H 1.30 -1.65 -0.37  C14 1.087

two | This record from the OMol25 dataset describes a 2-piece molecular cluster, C7H16N2O overall. The level of theory is ωB97M-V/def2-TZVPD.

As for the net charge: 0. The LUMO energy comes out at 0.0253 Ha. Its HOMO-LUMO gap is 8.68 eV. As for the multiplicity: 1.

Bonds (Å) are listed after each position.
Atoms and positions in Å:
1 C 0.06 0.49 -0.68  C3 1.531, C4 1.535, C5 1.530
2 C 0.35 -1.25 0.42  C6 1.507, O9 1.326, H11 1.093
3 C 1.47 0.56 -1.28  C1 1.531, H15 1.093, H16 1.099, H17 1.096
4 C -0.29 1.93 -0.26  C1 1.535, H18 1.092, H19 1.092, H20 1.100
5 C -0.95 0.07 -1.76  C1 1.530, H21 1.092, H22 1.100, H23 1.097
6 C 0.14 -2.51 -0.38  C2 1.507, H24 1.097, H25 1.089, H26 1.092
7 C -0.18 0.32 2.12  N8 1.345, O9 1.670, N10 1.248
8 N -1.42 0.76 2.38  C7 1.345, H12 1.013, H13 1.010
9 O -0.40 -1.22 1.51  C2 1.326, C7 1.670
10 N 0.91 0.63 2.65  C7 1.248, H14 1.013
11 H 1.41 -1.01 0.57  C2 1.093
12 H -1.69 0.62 3.35  N8 1.013
13 H -2.12 0.47 1.70  N8 1.010
14 H 1.70 0.04 2.42  N10 1.013
15 H 1.79 -0.39 -1.73  C3 1.093
16 H 1.53 1.31 -2.08  C3 1.099
17 H 2.21 0.83 -0.52  C3 1.096
18 H 0.42 2.34 0.46  C4 1.092
19 H -1.32 2.04 0.09  C4 1.092
20 H -0.23 2.60 -1.13  C4 1.100
21 H -0.68 -0.86 -2.26  C5 1.092
22 H -1.02 0.82 -2.56  C5 1.100
23 H -1.95 -0.05 -1.33  C5 1.097
24 H 0.50 -3.36 0.20  C6 1.097
25 H 0.66 -2.49 -1.34  C6 1.089
26 H -0.93 -2.68 -0.55  C6 1.092

Computed relative energies in units of hartree: one 0.0947; two 0.0000

one | This record from the OMol25 dataset describes an isolated ion of composition C2H7N3P and charge +1. The level of theory is ωB97M-V/def2-TZVPD.

As for the net charge: +1. The LUMO energy (spin up / spin down) comes out at -0.2033 / -0.2034 Ha. Its HOMO-LUMO gap (spin up / spin down) is 7.85 / 7.85 eV. As for the multiplicity: 1. The structure (SMILES) is NN1CC[PH]#[N+]1.

Bonds (Å) are listed after each position.
Atoms and positions in Å:
1 C 0.55 -0.73 -0.32  C2 1.564, N4 1.451, H7 1.080, H8 1.201
2 C -0.85 -1.37 -0.07  C1 1.564, P6 1.910, H9 1.096, H10 1.142
3 N -0.75 1.26 -0.10  N4 1.314, P6 1.660
4 N 0.41 0.66 0.08  C1 1.451, N3 1.314, N5 1.312
5 N 1.45 1.46 0.12  N4 1.312, H11 1.025, H12 1.071
6 P -1.99 0.16 -0.25  C2 1.910, N3 1.660, H13 1.371
7 H 1.26 -1.13 0.38  C1 1.080
8 H 1.07 -0.71 -1.40  C1 1.201
9 H -1.17 -2.25 -0.65  C2 1.096
10 H -0.93 -1.54 1.06  C2 1.142
11 H 2.40 1.09 -0.01  N5 1.025
12 H 1.14 2.48 0.25  N5 1.071
13 H -2.59 0.61 0.90  P6 1.371

two | This record from the OMol25 dataset describes an isolated ion of composition C2H7N3P and charge +1. The level of theory is ωB97M-V/def2-TZVPD.

As for the net charge: +1. The LUMO energy (spin up / spin down) comes out at -0.2270 / -0.2269 Ha. Its HOMO-LUMO gap (spin up / spin down) is 7.24 / 7.25 eV. As for the multiplicity: 1.

Bonds (Å) are listed after each position.
Atoms and positions in Å:
1 C -0.67 -0.69 0.08  N4 1.356, N5 1.289
2 C 0.79 1.17 0.39  N4 1.386, P6 1.996, H7 1.050, H8 1.033
3 N 1.82 -1.56 0.27  P6 1.522, H9 0.996
4 N -0.35 0.61 -0.16  C1 1.356, C2 1.386, H10 1.000
5 N -1.90 -1.00 -0.14  C1 1.289, H11 0.985, H12 1.012
6 P 2.13 -0.16 -0.25  C2 1.996, N3 1.522, H13 1.532
7 H 1.12 2.08 -0.01  C2 1.050
8 H 0.93 0.93 1.38  C2 1.033
9 H 1.55 -1.83 1.19  N3 0.996
10 H -0.69 1.23 -0.87  N4 1.000
11 H -2.21 -1.84 0.26  N5 0.985
12 H -2.65 -0.42 -0.50  N5 1.012
13 H 2.13 -0.12 -1.78  P6 1.532

Computed relative energies in units of hartree: one 0.0000; two 0.0291

one | This record from the OMol25 dataset describes an isolated molecule of C9H13NO3. The level of theory is ωB97M-V/def2-TZVPD.

As for the net charge: 0. The LUMO energy comes out at 0.0103 Ha. Its HOMO-LUMO gap is 8.63 eV. As for the multiplicity: 1. The structure (SMILES) is CC(=O)NC1=C[C@H](O)[C@@](C)(O)C=C1.

Bonds (Å) are listed after each position.
Atoms and positions in Å:
1 O 2.53 0.02 2.52  C4 1.220
2 O -2.75 0.02 0.04  C12 1.429, H14 0.968
3 O -0.45 -0.98 -2.63  C13 1.435, H15 0.973
4 C 2.38 1.07 1.91  O1 1.220, N9 1.364, C10 1.493
5 C 0.67 -1.06 0.31  C6 1.453, C8 1.393, H16 1.090
6 C 0.49 0.37 0.43  C5 1.453, C7 1.370, N9 1.398
7 C -0.62 0.95 -0.13  C6 1.370, C12 1.498, H17 1.086
8 C -0.15 -1.82 -0.52  C5 1.393, C13 1.510, H18 1.082
9 N 1.42 1.27 0.96  C4 1.364, C6 1.398, H19 1.004
10 C 3.10 2.30 2.37  C4 1.493, H20 1.078, H21 1.102, H22 1.078
11 C -2.35 -2.06 -1.69  C13 1.512, H23 1.109, H24 1.084, H25 1.102
12 C -1.68 0.20 -0.88  O2 1.429, C7 1.498, C13 1.538, H26 1.110
13 C -1.18 -1.16 -1.41  O3 1.435, C8 1.510, C11 1.512, C12 1.538
14 H -2.37 -0.30 0.87  O2 0.968
15 H -1.04 -0.52 -3.25  O3 0.973
16 H 1.50 -1.58 0.80  C5 1.090
17 H -0.71 2.03 -0.19  C7 1.086
18 H 0.01 -2.88 -0.59  C8 1.082
19 H 1.33 2.23 0.68  N9 1.004
20 H 2.41 3.05 2.72  C10 1.078
21 H 3.80 2.06 3.19  C10 1.102
22 H 3.63 2.78 1.57  C10 1.078
23 H -3.13 -1.42 -2.14  C11 1.109
24 H -2.74 -2.53 -0.79  C11 1.084
25 H -2.06 -2.85 -2.40  C11 1.102
26 H -2.05 0.80 -1.74  C12 1.110

two | This record from the OMol25 dataset describes an isolated molecule of C9H13NO3. The level of theory is ωB97M-V/def2-TZVPD.

As for the net charge: 0. The LUMO energy comes out at -0.0265 Ha. Its HOMO-LUMO gap is 9.29 eV. As for the multiplicity: 1. The structure (SMILES) is CC(C)CC1=C(CN)C(=O)OC1=O.

Bonds (Å) are listed after each position.
Atoms and positions in Å:
1 C -1.81 -2.11 -0.20  C2 1.528, H14 1.085, H15 1.084, H16 1.076
2 C -0.66 -1.44 0.54  C1 1.528, C3 1.531, C4 1.536, H17 1.087
3 C 0.13 -2.54 1.26  C2 1.531, H18 1.085, H19 1.084, H20 1.080
4 C 0.32 -0.71 -0.39  C2 1.536, C5 1.486, H21 1.076, H22 1.090
5 C -0.11 0.63 -0.87  C4 1.486, C6 1.337, C12 1.494
6 C 0.43 1.82 -0.58  C5 1.337, C7 1.489, C9 1.486
7 C 1.56 2.25 0.29  C6 1.489, N8 1.467, H23 1.088, H24 1.085
8 N 1.87 1.31 1.38  C7 1.467, H25 1.007, H26 1.011
9 C -0.28 2.88 -1.33  C6 1.486, O10 1.221, O11 1.372
10 O -0.09 4.08 -1.31  C9 1.221
11 O -1.26 2.27 -2.08  C9 1.372, C12 1.390
12 C -1.21 0.90 -1.84  C5 1.494, O11 1.390, O13 1.203
13 O -1.97 0.16 -2.40  C12 1.203
14 H -1.40 -2.91 -0.81  C1 1.085
15 H -2.47 -2.60 0.51  C1 1.084
16 H -2.38 -1.43 -0.80  C1 1.076
17 H -1.08 -0.77 1.29  C2 1.087
18 H 0.45 -3.25 0.51  C3 1.085
19 H 1.03 -2.13 1.72  C3 1.084
20 H -0.48 -3.04 1.99  C3 1.080
21 H 1.27 -0.63 0.11  C4 1.076
22 H 0.47 -1.36 -1.26  C4 1.090
23 H 1.30 3.24 0.67  C7 1.088
24 H 2.45 2.40 -0.30  C7 1.085
25 H 2.74 1.58 1.80  N8 1.007
26 H 1.16 1.41 2.10  N8 1.011

Computed relative energies in units of hartree: one 0.0465; two 0.0000

one | This record from the OMol25 dataset describes an isolated ion of composition C3H2NOS2 and charge -1. The level of theory is ωB97M-V/def2-TZVPD.

As for the net charge: -1. The LUMO energy comes out at 0.1258 Ha. Its HOMO-LUMO gap is 7.83 eV. As for the multiplicity: 1. The structure (SMILES) is [O-]C1=NC(=S)CS1.

Bonds (Å) are listed after each position.
Atoms and positions in Å:
1 C -0.89 0.42 -0.43  C3 1.520, N4 1.666, S6 1.585
2 C 0.37 -1.66 -0.11  N4 1.301, O5 1.186, S7 1.903
3 C 0.35 0.99 0.24  C1 1.520, S7 1.772, H8 1.008, H9 1.210
4 N -0.82 -1.24 -0.44  C1 1.666, C2 1.301
5 O 0.92 -2.71 -0.19  C2 1.186
6 S -2.18 1.33 -0.61  C1 1.585
7 S 1.53 -0.30 0.52  C2 1.903, C3 1.772
8 H 0.69 1.77 -0.32  C3 1.008
9 H 0.04 1.40 1.33  C3 1.210

two | This record from the OMol25 dataset describes an isolated ion of composition C3H2NOS2 and charge -1. The level of theory is ωB97M-V/def2-TZVPD.

As for the net charge: -1. The LUMO energy comes out at 0.1319 Ha. Its HOMO-LUMO gap is 5.57 eV. As for the multiplicity: 1.

Bonds (Å) are listed after each position.
Atoms and positions in Å:
1 C -1.87 1.79 0.07  N4 1.184, O5 1.172
2 C -3.19 -1.27 0.06  S6 1.608, S7 1.586
3 C -0.16 -0.01 0.01  N4 1.377, S7 2.107, H8 1.084, H9 1.087
4 N -0.86 1.18 0.00  C1 1.184, C3 1.377
5 O -2.66 2.66 0.11  C1 1.172
6 S -4.45 -0.28 -0.11  C2 1.608
7 S -1.62 -1.52 0.13  C2 1.586, C3 2.107
8 H 0.40 -0.14 -0.91  C3 1.084
9 H 0.46 -0.10 0.90  C3 1.087

Computed relative energies in units of hartree: one 0.0000; two 0.0478